Formula: C3H6N2O
Source: OMol25
Level of theory: ωB97M-V/def2-TZVPD

Each line ends with the natural charge from an NBO analysis.
CARTESIAN COORDINATES (ANGSTROEM)
C -1.00 1.14 -0.03  0.32
N -1.11 0.58 1.01  -0.31
N -0.21 -0.37 1.34  -0.44
C 0.43 -0.98 0.03  -0.31
C 0.90 0.17 -0.73  -0.10
O -0.24 0.88 -1.08  -0.49
H -1.79 1.81 -0.22  0.17
H -0.71 -1.17 1.73  0.35
H -0.54 -1.19 -0.50  0.20
H 1.10 -1.75 0.38  0.23
H 1.32 0.09 -1.68  0.21
H 1.84 0.79 -0.25  0.18

- F_max: 6.49 eV/Å
- SMILES: C1=NNCCO1
- Frontier orbital gap: 9.7093 eV
- Energy above the lowest of the compared OMol25 structures with the same formula, charge and spin: 371.92 kJ/mol

---

Formula: C32H47N6OPbS2Si2
Source: OMol25
Level of theory: ωB97M-V/def2-TZVPD

Each line ends with the Mulliken charge.
CARTESIAN COORDINATES (ANGSTROEM)
Pb -0.11 0.02 -0.15  1.23
C -3.29 -3.53 -1.17  -1.55
C -2.04 -2.79 -0.77  0.25
N -2.07 -1.53 -0.51  0.73
N -3.35 -0.98 -0.62  -0.71
C -3.48 0.27 -0.37  0.36
S -2.32 1.46 0.17  -0.59
S -5.10 0.97 -0.53  -0.09
C -5.84 -0.04 -1.84  -1.03
C -5.41 0.39 -3.21  0.57
C -6.09 1.42 -3.86  -0.51
C -5.70 1.85 -5.12  -0.59
C -4.61 1.26 -5.74  -0.38
C -3.93 0.23 -5.11  -0.87
C -4.32 -0.19 -3.85  0.29
C -0.81 -3.58 -0.61  0.40
C -0.96 -4.84 -0.01  -0.85
C 0.11 -5.66 0.29  -0.92
C 1.39 -5.24 -0.09  -0.68
C 1.56 -4.02 -0.71  -0.15
C 0.49 -3.13 -0.98  0.59
O 0.72 -1.99 -1.52  -1.17
H -3.80 -3.01 -1.97  0.25
H -3.99 -3.57 -0.34  0.34
H -3.05 -4.54 -1.49  0.54
H -6.91 0.11 -1.71  0.54
H -5.61 -1.08 -1.64  0.28
H -6.94 1.88 -3.38  0.39
H -6.25 2.64 -5.61  0.38
H -4.31 1.59 -6.73  0.39
H -3.08 -0.24 -5.59  0.42
H -3.79 -0.99 -3.36  0.21
H -1.95 -5.16 0.27  0.45
H -0.04 -6.61 0.77  0.43
H 2.24 -5.87 0.10  0.40
H 2.55 -3.72 -1.05  0.46
C 1.52 -1.16 4.57  -1.08
Si -0.03 -0.79 3.59  -0.16
C -0.44 -2.27 2.57  -0.75
C -1.50 -0.31 4.62  -1.09
N 0.35 0.55 2.43  0.61
C 0.70 1.72 2.79  0.71
C 0.87 2.13 4.20  -0.64
C 1.18 3.39 4.55  -0.91
C 1.40 4.42 3.55  -0.94
C 1.29 4.16 2.25  -0.61
C 0.96 2.81 1.73  0.40
N 0.89 2.52 0.50  0.42
Si 1.00 3.59 -0.93  -0.03
C 2.76 4.23 -1.05  -0.97
C 0.64 2.52 -2.41  -0.99
C -0.28 4.93 -0.80  -1.04
H 1.28 -1.87 5.36  0.45
H 1.99 -0.30 5.03  0.40
H 2.24 -1.65 3.92  0.26
H -0.54 -3.14 3.23  0.61
H 0.32 -2.53 1.84  0.00
H -1.38 -2.16 2.04  0.16
H -1.85 -1.18 5.16  0.39
H -2.31 0.02 3.96  0.33
H -1.33 0.49 5.34  0.34
H 0.70 1.39 4.96  0.28
H 1.27 3.65 5.59  0.44
H 1.64 5.42 3.89  0.42
H 1.45 4.94 1.52  0.28
H 3.46 3.40 -1.11  0.18
H 3.05 4.85 -0.21  0.35
H 2.87 4.82 -1.95  0.38
H 1.17 1.57 -2.40  0.23
H 0.94 3.04 -3.32  0.52
H -0.43 2.31 -2.49  0.25
H -0.10 5.66 -0.02  0.35
H -1.26 4.48 -0.63  0.31
H -0.33 5.47 -1.75  0.37
N 5.72 -0.57 -0.43  -0.11
C 4.77 -1.19 -1.42  -0.92
C 3.37 -0.66 -1.14  -0.18
N 2.96 -0.86 0.23  0.38
C 3.89 -0.35 1.19  -0.42
C 5.31 -0.86 0.99  -0.91
H 5.70 0.45 -0.57  0.35
H 6.68 -0.87 -0.60  0.35
H 4.83 -2.27 -1.25  0.40
H 5.14 -0.96 -2.42  0.41
H 2.64 -1.15 -1.79  0.39
H 3.35 0.42 -1.36  -0.17
H 2.67 -1.82 0.39  0.16
H 3.57 -0.60 2.20  0.08
H 3.89 0.75 1.13  0.34
H 5.37 -1.95 1.10  0.38
H 6.05 -0.39 1.65  0.44

- F_max: 0.44 eV/Å
- Net charge: +1
- Frontier orbital gap: 5.2773 eV
- Energy above the lowest of the compared OMol25 structures with the same formula, charge and spin: 0.00 kJ/mol

---

Formula: C4H9NO
Source: OMol25
Level of theory: ωB97M-V/def2-TZVPD

Each line ends with the natural charge from an NBO analysis.
CARTESIAN COORDINATES (ANGSTROEM)
C -0.16 0.02 0.10  0.03
C -0.08 0.37 -1.45  -0.68
C 1.00 0.45 0.98  -0.63
N -1.47 0.17 0.67  -0.84
C 0.06 -1.43 -0.48  0.41
O 1.15 -2.03 -0.42  -0.59
H -0.19 1.40 -0.93  0.25
H -1.58 -0.41 1.51  0.38
H -1.65 1.14 0.91  0.36
H -0.89 -1.98 -0.62  0.14
H -1.02 0.24 -2.00  0.26
H 0.92 0.42 -1.90  0.26
H 1.95 0.40 0.44  0.23
H 0.87 1.47 1.34  0.20
H 1.09 -0.24 1.83  0.23

- F_max: 5.73 eV/Å
- Frontier orbital gap: 9.6227 eV
- Energy above the lowest of the compared OMol25 structures with the same formula, charge and spin: 304.35 kJ/mol

---

Formula: C30H25BiF6N3O8
Source: OMol25
Level of theory: ωB97M-V/def2-TZVPD

Each line ends with the Mulliken charge.
CARTESIAN COORDINATES (ANGSTROEM)
Bi 12.41 -17.55 8.78  2.04
O 15.09 -18.17 9.02  -0.44
C 16.05 -17.65 8.04  -0.82
C 15.43 -16.46 7.36  -1.08
N 14.07 -16.66 6.89  0.55
C 13.56 -15.38 6.36  -0.85
C 12.07 -15.29 6.54  0.54
O 11.50 -14.47 5.82  -0.75
O 11.45 -16.02 7.47  -0.54
C 13.97 -17.72 5.84  0.05
C 13.83 -19.12 6.47  0.28
O 14.47 -20.09 6.11  -0.74
O 12.90 -19.23 7.43  -0.71
H 15.25 -19.13 9.18  0.26
H 16.38 -18.46 7.33  0.38
H 16.96 -17.31 8.52  0.46
H 16.11 -16.14 6.54  0.34
H 15.44 -15.64 8.10  0.46
H 13.81 -15.33 5.27  0.30
H 14.06 -14.54 6.85  0.50
H 14.89 -17.67 5.22  0.34
H 13.08 -17.57 5.21  -0.03
O 9.06 -21.28 14.17  -0.51
C 10.20 -20.53 14.55  -0.49
C 10.59 -19.66 13.38  0.27
C 11.47 -18.60 13.50  -0.91
C 11.69 -17.74 12.44  -0.44
N 11.10 -17.88 11.26  -0.29
C 10.24 -18.89 11.08  0.05
C 9.98 -19.80 12.13  -0.28
C 9.49 -19.00 9.82  1.17
C 8.40 -19.89 9.74  -0.88
C 7.63 -19.94 8.58  0.65
C 6.52 -20.91 8.39  -0.91
O 6.89 -22.29 8.64  -0.52
C 8.05 -19.10 7.52  -0.77
C 9.23 -18.38 7.61  -0.71
N 9.93 -18.31 8.75  0.00
H 8.63 -21.69 14.94  0.30
H 11.04 -21.16 14.87  0.27
H 9.93 -19.87 15.38  0.35
H 12.03 -18.45 14.41  0.41
H 12.30 -16.85 12.51  0.44
H 9.39 -20.67 11.92  0.42
H 8.10 -20.41 10.63  0.38
H 6.20 -20.74 7.35  0.35
H 5.66 -20.73 9.07  0.30
H 7.42 -22.60 7.90  0.32
H 7.48 -19.12 6.61  0.46
H 9.66 -17.82 6.79  0.43
F 8.44 -13.78 1.76  -0.36
C 9.02 -14.65 2.59  0.64
C 10.39 -14.87 2.56  0.11
F 11.17 -14.09 1.79  -0.35
C 10.98 -15.87 3.32  0.31
F 12.31 -16.03 3.22  -0.44
C 10.24 -16.71 4.20  0.72
O 10.78 -17.63 4.89  -0.85
C 8.82 -16.47 4.12  0.02
F 8.01 -17.31 4.77  -0.30
C 8.24 -15.47 3.40  -0.08
F 6.92 -15.28 3.41  -0.34
F 14.49 -12.23 11.88  -0.36
C 13.99 -13.36 11.33  0.39
C 12.79 -13.31 10.61  -0.71
C 12.35 -14.48 9.97  -0.46
C 13.11 -15.62 10.02  -0.12
C 14.27 -15.69 10.74  -0.33
C 14.72 -14.54 11.44  -0.61
H 12.27 -12.36 10.48  0.38
H 11.40 -14.46 9.45  0.49
H 14.86 -16.61 10.82  0.40
H 15.64 -14.58 12.03  0.39

- F_max: 2.66 eV/Å
- Net charge: -1
- Frontier orbital gap: 5.3010 eV
- Energy above the lowest of the compared OMol25 structures with the same formula, charge and spin: 105.68 kJ/mol